a:
{
  "formula": "C2H9NS",
  "method": "ωB97M-V with the def2-TZVPD basis set",
  "homo_lumo_gap_ev": 5.813,
  "homo_energy_ev": -6.080,
  "total_charge": 0,
  "elements": ["C", "S", "H", "H", "H", "C", "N", "H", "H", "H", "H", "H", "H"],
  "coordinates": [[-0.223, -0.089, 2.356], [1.360, -0.311, 1.591], [-0.479, -1.024, 2.904], [-0.011, 0.653, 3.223], [-1.127, 0.193, 1.848], [-0.476, -0.419, -1.539], [0.649, 0.523, -1.478], [-1.406, 0.077, -1.052], [-0.733, -0.647, -2.559], [-0.258, -1.338, -1.009], [0.730, 1.004, -0.533], [0.355, 1.323, -2.106], [1.619, 0.058, -1.646]],
  "lowdin_charge": [-0.756, 0.151, -0.006, 0.017, -0.026, -0.107, 0.032, 0.130, 0.075, 0.069, 0.063, 0.167, 0.191]
}



b:
{
  "formula": "C2H9NS",
  "method": "ωB97M-V with the def2-TZVPD basis set",
  "homo_lumo_gap_ev": 5.695,
  "homo_energy_ev": -6.176,
  "total_charge": 0,
  "elements": ["S", "H", "C", "N", "C", "H", "H", "H", "H", "H", "H", "H", "H"],
  "coordinates": [[-1.974, -0.178, 0.028], [-1.821, 1.062, -0.477], [0.954, 0.831, 0.993], [1.756, 0.054, 0.022], [0.948, -0.718, -0.996], [1.657, 1.337, 1.663], [0.304, 0.167, 1.546], [0.385, 1.573, 0.461], [2.392, 0.709, -0.441], [2.324, -0.597, 0.568], [0.329, -0.036, -1.561], [1.647, -1.292, -1.604], [0.246, -1.340, -0.474]],
  "lowdin_charge": [-0.084, -0.404, -0.092, -0.053, -0.086, 0.097, 0.048, 0.072, 0.171, 0.170, 0.061, 0.093, 0.008]
}



Most stable to least stable, the ends of the list are b and a.



a:
{
  "formula": "C2H9NS",
  "method": "ωB97M-V with the def2-TZVPD basis set",
  "homo_lumo_gap_ev": 9.856,
  "homo_energy_ev": -9.016,
  "smiles": "CN.CS",
  "total_charge": 0,
  "elements": ["C", "N", "H", "H", "H", "H", "H", "C", "S", "H", "H", "H", "H"],
  "coordinates": [[1.645, 0.373, -2.966], [0.679, 1.459, -3.235], [2.114, -0.011, -3.873], [1.161, -0.405, -2.396], [2.416, 0.854, -2.354], [0.795, 1.859, -4.157], [-0.274, 1.104, -3.223], [-0.934, -1.091, 3.847], [-2.599, -0.347, 4.171], [-1.069, -2.029, 3.332], [-0.484, -1.041, 4.828], [-0.430, -0.465, 3.124], [-3.019, -0.260, 2.903]],
  "lowdin_charge": [-0.189, -0.088, 0.062, 0.060, 0.061, 0.047, 0.047, -0.457, 0.587, 0.017, 0.015, 0.015, -0.176]
}



b:
{
  "formula": "C2H9NS",
  "method": "ωB97M-V with the def2-TZVPD basis set",
  "homo_lumo_gap_ev": 6.541,
  "homo_energy_ev": -8.544,
  "total_charge": 0,
  "elements": ["N", "H", "H", "H", "H", "C", "C", "S", "H", "H", "H", "H", "H"],
  "coordinates": [[-2.548, -1.508, -0.781], [-2.246, -2.384, -0.372], [-3.899, 0.639, -1.829], [-2.134, -0.734, -0.285], [-2.233, -1.478, -1.742], [1.446, -0.988, 0.969], [0.510, 0.090, 1.016], [1.087, 1.269, -0.279], [-4.075, 1.349, -1.857], [0.979, -1.940, 0.807], [2.481, -0.819, 1.196], [0.386, 0.744, 1.906], [-0.439, -0.398, 0.822]],
  "lowdin_charge": [0.013, 0.004, -0.006, -0.023, 0.008, 0.058, -0.784, 0.484, 0.018, 0.072, 0.057, 0.077, 0.023]
}



Most stable to least stable, the ends of the list are a and b.



a:
{
  "formula": "C2H9NS",
  "method": "ωB97M-V with the def2-TZVPD basis set",
  "homo_lumo_gap_ev": 9.599,
  "homo_energy_ev": -8.661,
  "smiles": "CNC.S",
  "total_charge": 0,
  "elements": ["C", "N", "C", "H", "H", "H", "H", "H", "H", "H", "S", "H", "H"],
  "coordinates": [[0.697, 0.315, 1.567], [0.176, -0.297, 0.337], [1.001, -0.153, -0.875], [1.815, 0.108, 1.653], [0.006, -0.122, 2.354], [0.525, 1.424, 1.396], [0.048, -1.310, 0.511], [2.073, -0.226, -0.753], [0.817, -0.913, -1.739], [0.892, 0.862, -1.289], [-2.935, -0.097, -0.537], [-3.235, -0.333, -1.814], [-1.879, 0.742, -0.811]],
  "lowdin_charge": [-0.149, -0.258, -0.175, 0.082, 0.094, 0.085, 0.096, 0.047, 0.106, 0.065, 0.452, -0.243, -0.201]
}



b:
{
  "formula": "C2H9NS",
  "method": "ωB97M-V with the def2-TZVPD basis set",
  "homo_lumo_gap_ev": 9.569,
  "homo_energy_ev": -8.688,
  "smiles": "CN.CS",
  "total_charge": 0,
  "elements": ["C", "N", "H", "H", "H", "H", "H", "C", "S", "H", "H", "H", "H"],
  "coordinates": [[-0.653, 3.231, 1.362], [-0.294, 3.829, 0.026], [0.325, 3.116, 1.848], [-1.199, 2.376, 0.993], [-1.218, 3.893, 1.980], [0.695, 4.010, -0.279], [-0.826, 3.551, -0.777], [1.017, -3.840, -0.881], [-0.337, -4.988, -1.369], [1.971, -4.373, -0.748], [0.707, -3.587, 0.157], [1.121, -2.946, -1.446], [-1.311, -4.271, -0.867]],
  "lowdin_charge": [-0.156, -0.113, 0.071, 0.061, 0.042, 0.068, 0.027, -0.478, 0.606, 0.030, 0.024, 0.008, -0.191]
}



Most stable to least stable, the ends of the list are a and b.



a:
{
  "formula": "C4H13N3O2",
  "method": "ωB97M-V with the def2-TZVPD basis set",
  "homo_lumo_gap_ev": 7.698,
  "homo_energy_ev": -7.058,
  "total_charge": 0,
  "elements": ["C", "C", "N", "N", "O", "O", "H", "H", "H", "H", "H", "H", "C", "C", "N", "H", "H", "H", "H", "H", "H", "H"],
  "coordinates": [[0.955, 1.615, -1.045], [1.725, -1.244, -0.027], [1.744, 1.810, -2.097], [-0.326, 1.725, -0.928], [1.768, -2.590, -0.347], [2.711, -0.616, -0.382], [0.968, -2.990, 0.015], [1.437, 1.023, -0.266], [2.661, 1.389, -2.048], [1.441, 2.262, -2.945], [-0.760, 0.825, -0.095], [-0.828, 2.243, -1.642], [-0.971, 0.096, 2.141], [-2.009, -1.110, 0.319], [-0.890, -0.265, 0.727], [0.254, -0.759, 0.459], [-0.984, -0.795, 2.779], [-0.098, 0.690, 2.410], [-2.048, -2.037, 0.903], [-2.968, -0.595, 0.444], [-1.871, 0.680, 2.361], [-1.908, -1.358, -0.738]],
  "lowdin_charge": [-0.288, -0.431, 0.149, 0.083, -0.021, -0.087, 0.061, 0.093, 0.108, 0.112, 0.108, 0.090, -0.130, -0.136, -0.275, 0.108, 0.077, 0.076, 0.075, 0.075, 0.076, 0.075]
}



b:
{
  "formula": "C4H13N3O2",
  "method": "ωB97M-V with the def2-TZVPD basis set",
  "homo_lumo_gap_ev": 10.110,
  "homo_energy_ev": -9.339,
  "total_charge": 0,
  "elements": ["C", "C", "N", "N", "N", "H", "H", "H", "H", "H", "H", "H", "H", "H", "C", "C", "O", "O", "H", "H", "H", "H"],
  "coordinates": [[-1.114, -0.230, 1.429], [0.174, -0.500, 2.133], [-0.191, 1.066, -0.322], [-1.408, 1.608, -0.813], [-1.650, -1.171, 0.715], [0.309, 1.742, 0.243], [-1.723, 0.583, 1.825], [-2.014, 0.809, -0.996], [-1.211, 1.989, -1.743], [-0.789, -1.623, -0.157], [-2.600, -1.012, 0.406], [-0.056, -0.945, 3.105], [0.726, 0.420, 2.316], [0.777, -1.197, 1.555], [2.102, 0.305, -0.883], [0.656, 0.379, -1.315], [0.241, -1.696, -0.848], [0.309, 0.447, -2.486], [0.087, -1.834, -1.789], [2.201, -0.124, 0.111], [2.641, -0.321, -1.589], [2.533, 1.309, -0.896]],
  "lowdin_charge": [-0.239, -0.065, -0.092, 0.024, 0.073, 0.125, 0.123, 0.066, 0.080, 0.059, 0.089, 0.090, 0.076, 0.072, -0.015, -0.538, -0.208, 0.017, 0.024, 0.061, 0.090, 0.088]
}



Most stable to least stable, the ends of the list are b and a.